12
Properties=species:S:1:pos:R:3 method="wB97M-V/def2-TZVPD" total_charge=0 e_lumo_ev=0.3 e_above_lowest_kj_mol=417.11
O -0.261 1.284 0.172
C 0.367 0.216 0.354
C -1.148 -0.635 -1.078
C -0.033 -0.996 -0.308
C 1.549 0.332 1.304
C -1.848 0.393 -1.329
H -2.539 1.130 -1.660
H -1.992 -0.999 -1.845
H 2.216 1.095 0.888
H 2.117 -0.581 1.510
H 0.411 -1.984 -0.248
H 1.161 0.744 2.241